1.
29
Properties=species:S:1:pos:R:3 method="wB97M-V/def2-TZVPD" lumo_energy_ev="3.43 / 3.02" homo_energy_ev="-1.69 / -1.58" s2=0.755 fmax_ev_per_a=3.4 total_charge=-1 spin_multiplicity=2 orbital_gap_ev="5.1 / 4.6"
H 1.382 -0.779 -4.354
C -1.957 -0.293 3.284
H -0.136 2.355 2.618
C -0.413 0.072 -0.605
H 1.497 1.650 2.631
H 0.859 -1.514 4.253
H -0.137 -1.367 -4.601
H -2.430 -1.234 2.966
H 1.201 1.533 -2.465
C -0.352 -0.137 0.645
Cu -0.252 0.701 -2.593
Si -0.252 -0.127 2.485
H -2.565 1.135 -2.551
C 0.476 1.537 3.025
H 0.516 -2.476 2.791
C 0.860 -1.496 3.152
H 2.138 1.373 -1.198
N 2.062 0.606 -1.859
H -2.601 0.540 2.965
H -1.817 0.791 -4.203
H -2.600 -0.526 -3.210
H 0.509 1.635 4.121
H 2.031 -0.313 -1.392
H 2.670 0.688 -2.678
N 0.556 -1.126 -3.861
H -1.900 -0.285 4.384
C -2.037 0.394 -3.154
H 1.897 -1.354 2.813
H 0.794 -1.983 -3.408

2.
22
Properties=species:S:1:pos:R:3 method="wB97M-V/def2-TZVPD" lumo_energy_ev=3.68 homo_energy_ev=-2.50 fmax_ev_per_a=3.2 relative_energy_kcal_mol=61.8 total_charge=-1 orbital_gap_ev=6.2
C 0.188 0.351 2.005
C 1.575 1.391 -0.333
H -2.132 0.342 1.067
H -0.937 -2.339 0.186
H 0.825 2.191 -0.153
H 1.639 -0.643 -2.326
H 0.254 0.209 -2.373
H -1.389 -2.415 -1.277
H 2.174 1.569 -1.241
H -0.490 -1.213 0.461
H -1.983 0.333 -0.735
O 0.090 1.682 2.080
H -1.529 1.666 0.277
H -0.469 -0.098 2.769
H 0.257 -1.447 -1.458
O -1.385 -2.993 -0.506
C -1.520 0.576 0.183
H 1.275 0.039 2.270
H 2.080 1.319 0.655
N 0.934 0.049 -0.355
C 0.732 -0.489 -1.721
C -0.188 -0.081 0.525

3.
13
Properties=species:S:1:pos:R:3 method="wB97M-V/def2-TZVPD" lumo_energy_ev=0.79 homo_energy_ev=-9.04 fmax_ev_per_a=0.5 relative_energy_kcal_mol=118.7 total_charge=0 orbital_gap_ev=9.8
H -0.201 3.249 0.457
H -1.292 0.119 -1.711
H 2.308 -0.350 -0.276
C 0.046 0.160 0.254
O 0.740 -0.599 -1.733
O -0.629 2.861 1.227
H 0.796 -1.939 1.387
H -0.430 1.908 1.134
C -0.768 -1.352 -0.082
C 0.512 -1.515 0.432
C -0.514 -0.352 -1.120
H -1.707 -1.614 0.387
C 1.257 -0.578 -0.414

4.
21
Properties=species:S:1:pos:R:3 method="wB97M-V/def2-TZVPD" lumo_energy_ev=0.27 homo_energy_ev=-8.66 fmax_ev_per_a=5.0 relative_energy_kcal_mol=11.5 smiles=SCNSP(Cl)c1ccccc1 total_charge=0 orbital_gap_ev=8.9
S -2.314 0.799 -1.051
H -0.210 -0.428 -3.561
C -1.556 0.770 -2.713
P 2.133 -0.627 -0.962
H 1.612 1.460 1.136
N -0.300 0.040 -2.635
C 1.228 -0.524 0.684
H 0.772 -2.586 0.499
H -1.535 -0.197 3.217
H -0.013 1.595 3.065
C 1.116 0.647 1.424
Cl 3.918 0.278 -0.608
H -1.125 1.071 -0.365
C 0.198 0.669 2.519
S 1.057 0.931 -2.043
H -1.309 1.836 -3.039
H -1.135 -2.358 2.107
H -2.222 0.287 -3.509
C 0.631 -1.723 1.076
C -0.332 -1.551 2.074
C -0.613 -0.391 2.684

5.
99
Properties=species:S:1:pos:R:3 method="wB97M-V/def2-TZVPD" lumo_energy_ev=-0.79 homo_energy_ev=-7.59 fmax_ev_per_a=1.3 relative_energy_kcal_mol=28.2 total_charge=0 orbital_gap_ev=6.8
N 0.221 2.105 -0.306
C 2.249 -2.203 2.480
S -1.265 -0.756 -0.275
C -4.041 1.130 0.510
F -5.237 -1.359 -3.078
H -1.767 4.785 -1.575
C -2.906 1.371 -3.066
H -0.787 -1.767 4.794
C 0.839 -0.543 4.112
H 1.029 0.820 7.683
C -6.100 -3.182 0.741
H 2.525 -2.680 -5.756
C 1.825 0.936 5.696
F -3.048 -3.013 -1.959
H 2.395 0.859 3.622
F -2.095 2.068 -2.254
C -4.665 -4.251 -0.846
F -7.113 -3.239 1.609
C 4.532 -3.731 2.423
C 0.983 4.954 -1.837
C -1.258 5.236 -0.723
F -4.976 2.509 -1.177
H -0.654 -0.895 7.113
C 0.970 0.436 6.673
H 1.874 4.975 0.747
C -5.711 -4.319 0.059
O 3.237 0.049 -0.379
C 0.031 -0.532 6.359
H 4.130 -3.433 -5.934
Ti 1.472 0.305 -0.316
Te 4.013 1.907 -0.776
C 0.120 3.243 -0.363
C 2.143 -3.576 2.609
H 0.828 6.397 0.567
C 5.018 -2.472 -2.151
C -4.372 -1.884 -0.370
H 7.145 -2.382 -2.192
F -3.979 1.558 -6.500
H 1.041 6.031 -2.002
C -0.045 -1.025 5.063
F 1.390 0.565 -2.105
F -2.309 2.867 -4.794
C -3.864 1.154 -5.237
F -5.860 4.284 0.593
C 0.159 4.699 -0.568
F 5.564 1.176 -1.700
H 2.742 -4.369 -5.337
F -4.298 -5.343 -1.518
H 3.991 -1.957 -0.456
F -3.268 -0.127 2.354
H 6.453 -2.840 -0.623
C -3.616 0.295 -2.565
H 3.536 -0.500 2.169
H 5.432 -4.333 2.400
C 4.620 -2.349 2.289
S 0.735 -1.256 2.488
C -4.472 -0.324 -3.458
F -4.134 1.687 4.114
O 1.059 -0.059 1.597
C 1.765 0.450 4.402
H 3.232 -5.420 2.675
F 5.061 1.445 0.714
H 6.362 -1.158 -1.181
C 3.517 -3.003 -3.913
F -5.866 -0.923 1.202
C -5.004 3.010 2.374
C -4.729 2.262 0.121
F -6.342 -5.472 0.266
C -3.867 0.970 1.877
H 1.171 -4.045 2.706
H 5.584 -1.870 2.167
C 6.328 -2.201 -1.498
F -5.440 -0.552 -5.603
C 3.299 -4.344 2.584
F 4.577 3.682 -0.223
C -3.010 1.812 -4.370
N 3.915 -2.357 -1.388
H 0.313 5.039 1.579
H -1.206 6.315 -0.873
N 2.458 -2.831 -3.130
C -4.023 -3.043 -1.045
C 3.475 -1.570 2.315
Ge -3.287 -0.267 -0.691
H 5.677 -2.938 -4.124
H 0.516 4.493 -2.707
F -5.452 3.903 3.253
C 3.229 -3.393 -5.327
H 1.998 4.570 -1.730
C -5.429 -1.991 0.514
F 2.522 2.027 0.685
C 4.832 -2.824 -3.462
C -5.213 3.197 1.021
H 2.538 1.711 5.944
C 2.646 -2.475 -1.864
C -4.324 1.884 2.808
S 1.310 -2.225 -0.809
C -4.604 0.080 -4.777
H -1.835 5.039 0.174
C 0.840 5.311 0.665

6.
66
Properties=species:S:1:pos:R:3 method="wB97M-V/def2-TZVPD" lumo_energy_ev="-2.89 / -3.93" homo_energy_ev="-10.85 / -10.75" fmax_ev_per_a=1.3 relative_energy_kcal_mol=0.0 total_charge=+1 orbital_gap_ev="8.0 / 6.8"
H 1.917 -6.136 -1.003
C 0.028 -5.107 1.264
H 1.087 2.392 -4.935
H 2.120 -4.659 -1.978
C 2.645 0.594 1.891
H -4.149 0.108 0.873
H 2.807 3.460 3.684
C -2.526 2.418 -1.298
C -3.078 3.301 -2.211
H -2.942 -0.478 -3.025
P 1.712 0.039 -0.672
C -3.399 0.452 1.575
H 4.356 0.529 -1.716
H -2.169 -1.718 2.872
C 4.082 1.576 -3.570
C 1.880 -5.050 -0.993
Se 0.124 -2.348 2.176
H 2.832 -0.469 1.976
H 0.709 -4.537 3.238
H 0.464 -6.106 1.265
C 3.642 0.942 -2.421
C -2.795 1.250 3.760
H -4.803 0.778 3.156
S -2.205 -1.994 -0.699
H -3.939 1.106 -4.648
C 2.180 1.120 0.690
H -2.231 -3.274 2.031
C -3.764 0.822 2.857
H -4.022 3.517 -4.123
H 1.832 -4.111 1.945
C 2.870 1.440 2.968
C 0.026 -0.219 -0.729
S 2.405 -1.835 -0.428
H -2.142 2.782 -0.352
Se 0.064 -4.499 -0.592
H -0.711 1.647 4.081
H -0.050 0.984 1.799
H 2.576 -4.642 -0.266
C -2.982 0.581 -2.804
C -1.690 -2.690 2.769
C 1.350 1.350 -3.080
H -1.659 -3.188 3.735
H 0.288 1.252 -2.885
C 2.176 3.328 1.639
Co 0.078 -2.055 -0.278
C -1.090 0.942 2.093
C -3.538 1.471 -3.711
C -1.464 1.311 3.380
H 3.238 1.037 3.903
C -3.584 2.826 -3.415
C -2.057 0.508 1.195
C 1.800 1.987 -4.229
C 1.953 2.490 0.560
C 3.161 2.098 -4.470
H 5.142 1.663 -3.766
H 3.509 2.593 -5.367
C -2.478 1.055 -1.596
H -3.083 1.538 4.763
C 2.630 2.802 2.843
P -1.648 -0.068 -0.462
H -1.022 -5.201 1.534
H 1.605 2.898 -0.383
C 0.777 -4.186 2.208
H -3.123 4.357 -1.982
C 2.275 0.832 -2.178
H 2.005 4.392 1.541

7.
70
Properties=species:S:1:pos:R:3 method="wB97M-V/def2-TZVPD" lumo_energy_ev=-0.39 homo_energy_ev=-9.56 fmax_ev_per_a=1.6 smiles="CC[C@@H](I)c1ccc2c(c1CCCOC)C(=O)N(C[C@@H]1CO1)C2=O.COC(=O)OC.COC(=O)OC" total_charge=0 orbital_gap_ev=9.2
O 3.523 -3.216 0.059
C -2.791 -0.995 8.705
C 0.634 3.925 -5.042
C -0.173 2.488 2.911
H -1.459 1.096 3.845
O 0.649 3.684 -3.861
C 1.384 -0.523 -6.596
H 1.830 -3.037 1.790
O -1.842 0.341 -4.390
H 0.460 0.091 2.451
H 2.226 -1.944 -0.916
H -3.058 -1.679 5.582
N -0.412 -1.423 -3.813
H -3.314 -2.838 6.908
C -0.636 -1.116 -1.465
C -1.260 1.099 0.003
O -0.320 -3.319 -2.489
C -2.087 -0.121 10.735
H -1.318 0.553 11.100
H -2.113 1.643 2.345
O -1.916 -0.197 9.319
H 4.869 -4.167 -1.153
H 0.708 2.159 3.456
C -1.661 4.270 -5.020
H -0.452 -2.991 1.089
C -1.156 -0.006 -2.109
H 4.358 -2.578 -1.727
H -3.068 0.278 10.983
H -1.503 2.007 0.525
O -2.525 -0.977 7.400
O 0.505 -1.637 -6.428
H 2.309 -2.116 -5.420
H 0.939 0.165 -4.220
C 0.961 -0.915 -4.108
H -1.956 -1.101 11.191
C 4.022 -3.497 -1.240
H 2.033 -0.667 -7.445
H -0.611 3.286 3.506
O 1.691 3.908 -5.853
O -0.438 4.244 -5.761
C -0.591 0.071 2.196
C 1.595 -2.208 1.131
C -3.392 -1.794 6.611
C -1.238 -0.260 -3.571
H 0.088 2.897 1.939
H 3.290 -1.174 0.232
H -1.829 1.999 -1.883
H 1.675 -1.239 -3.354
O -3.669 -1.620 9.239
C -0.404 -1.170 -0.087
H 3.162 4.298 -4.436
I -1.550 -1.570 3.240
C 2.921 3.571 -5.210
C -1.186 1.351 2.826
H -4.424 -1.458 6.699
H 0.427 -3.073 -0.387
H 0.873 0.410 -6.405
C 2.689 -2.075 0.066
C -0.756 -0.020 0.685
C -1.460 1.118 -1.376
C 1.464 -1.442 -5.454
H -2.439 4.543 -5.726
H 1.617 -1.285 1.699
H 3.229 -3.948 -1.838
H 2.870 2.572 -4.781
C 0.226 -2.427 0.460
H 3.686 3.596 -5.981
C -0.412 -2.139 -2.550
H -1.613 5.014 -4.227
H -1.878 3.287 -4.605

8.
21
Properties=species:S:1:pos:R:3 method="wB97M-V/def2-TZVPD" lumo_energy_ev=0.75 homo_energy_ev=-7.81 fmax_ev_per_a=0.7 relative_energy_kcal_mol=53.5 total_charge=0 orbital_gap_ev=8.6
H -0.576 -0.684 -1.749
C 1.158 -0.081 -0.656
H 1.049 1.309 -1.979
H -0.649 1.024 1.889
H -2.444 -0.835 0.469
N -1.549 2.232 -0.208
H -0.633 2.274 0.237
C 1.547 -0.395 0.579
H -1.512 2.629 -1.140
N -1.259 0.223 1.813
N -2.096 0.962 -0.305
H 2.070 -1.873 1.850
N 1.297 -1.599 1.258
H 0.498 -2.014 -1.319
C 0.470 -0.977 -1.640
C -1.935 0.108 0.617
H 1.042 -2.356 0.637
H -0.839 -0.624 2.163
H 2.033 0.361 1.178
O 1.375 1.223 -1.077
H 0.956 -0.906 -2.615

9.
18
Properties=species:S:1:pos:R:3 method="wB97M-V/def2-TZVPD" lumo_energy_ev="-3.06 / -8.14" homo_energy_ev="-14.76 / -14.76" s2=0.753 fmax_ev_per_a=0.8 relative_energy_kcal_mol=0.8 total_charge=+1 spin_multiplicity=2 orbital_gap_ev="11.7 / 6.6"
H 0.229 -1.591 0.935
H 3.166 0.453 -3.036
C -1.914 -2.125 -0.590
H 2.185 1.290 -2.270
H -0.998 0.296 2.039
H -1.446 -2.822 0.115
C -0.070 0.524 1.515
H 1.147 -0.423 -0.035
H 0.754 0.506 2.219
H -0.748 2.110 0.088
H -2.097 -2.633 -1.538
C 0.212 -0.589 0.510
S -0.982 -0.655 -0.846
H -0.354 2.630 1.694
C -0.061 1.925 0.923
O 2.926 0.691 -2.127
H 0.930 2.219 0.597
H -2.877 -1.807 -0.194

10.
85
Properties=species:S:1:pos:R:3 method="wB97M-V/def2-TZVPD" lumo_energy_ev=2.23 homo_energy_ev=-4.60 fmax_ev_per_a=1.6 total_charge=-1 orbital_gap_ev=6.8
H -2.784 -4.398 1.731
H 2.637 4.023 -3.433
C 4.679 1.449 -2.759
H 3.148 -2.120 2.881
H 1.183 1.518 -2.516
H -2.716 2.771 2.646
O -1.952 -2.182 0.271
H -0.214 4.618 -3.397
H 1.284 3.336 -4.307
H -3.177 3.141 4.325
H 1.476 -1.709 3.754
C 3.856 -2.392 -1.744
O -4.082 -1.919 0.610
H -1.146 1.289 1.821
H -0.918 2.482 5.118
H -0.369 -2.930 -0.676
H -5.508 -1.836 2.879
H 3.199 2.462 -5.460
C 0.697 -3.015 -0.865
H -3.787 1.244 -3.875
H -1.896 1.422 -0.691
H 3.458 -0.523 4.822
H 3.897 0.699 -2.613
H -3.801 0.137 -1.863
O 1.903 -3.024 -3.051
C 2.643 -0.179 1.940
C 1.456 -0.649 4.001
H -5.017 -3.521 2.657
O 0.243 -4.410 -2.741
H -5.582 -3.299 0.189
H 2.186 -0.890 5.996
H -0.496 2.119 -4.093
H 1.094 -3.787 -0.201
C 3.539 -1.375 2.199
O 4.426 2.232 -3.895
H -0.003 2.874 -0.934
C 2.427 -0.306 5.107
H -1.869 3.158 -4.393
O -2.231 -1.179 3.709
H 4.773 2.027 -1.833
C 0.906 -3.527 -2.272
H 2.365 2.439 -1.608
H 4.467 -3.110 -2.290
C -3.122 -4.208 0.711
H 0.435 -0.415 4.295
C -0.627 3.837 -2.739
C 2.134 3.071 -3.664
O 2.796 0.524 0.981
C -3.002 -2.713 0.497
H 4.480 -1.540 -1.473
H 4.476 -0.991 2.609
C -1.716 0.379 1.954
O -1.756 0.833 4.397
H -3.944 2.898 -1.795
H 5.642 0.960 -2.948
H 2.345 0.752 5.358
H -6.030 -1.622 0.460
H -1.409 4.338 -2.147
H -2.423 -4.688 0.031
O 1.677 0.146 2.828
H 3.494 -2.864 -0.829
C 0.469 3.410 -1.766
H -4.119 -4.618 0.594
C -2.347 3.094 3.619
H 2.750 1.144 -4.351
C 2.704 -1.925 -2.610
H -1.932 4.096 3.502
C 3.102 2.190 -4.409
H 2.092 -1.170 -2.116
H -1.775 0.046 -2.895
H 3.769 -1.812 1.233
H -6.705 -3.052 2.403
H 1.161 -2.063 -0.629
C -1.273 2.163 4.138
Nb -2.734 1.549 -2.375
H 0.945 4.308 -1.348
H 3.074 -1.489 -3.537
C 1.567 2.535 -2.350
H -2.693 0.527 1.490
C -1.254 2.729 -3.586
H -1.252 -0.417 1.384
H -0.418 2.129 3.463
C -5.670 -2.732 2.281
C -5.396 -2.430 0.822
C -1.913 -0.067 3.370

11.
14
Properties=species:S:1:pos:R:3 method="wB97M-V/def2-TZVPD" lumo_energy_ev=1.04 homo_energy_ev=-9.45 fmax_ev_per_a=2.7 relative_energy_kcal_mol=55.2 total_charge=0 orbital_gap_ev=10.5
F 0.937 1.845 -0.390
H -1.431 1.663 -0.624
H 0.575 1.130 1.459
N 2.084 -0.934 0.336
H 2.074 -1.988 0.163
H -2.903 -0.303 0.849
C -1.115 0.809 -0.047
H -1.239 -0.799 1.498
H 0.080 -1.773 -1.351
C 0.318 0.870 0.406
C -1.828 -0.254 0.708
N -1.336 -0.580 -0.685
N -0.081 -1.316 -0.467
C 0.916 -0.546 0.138

12.
13
Properties=species:S:1:pos:R:3 method="wB97M-V/def2-TZVPD" lumo_energy_ev=0.60 homo_energy_ev=-9.58 fmax_ev_per_a=4.6 relative_energy_kcal_mol=133.0 total_charge=0 orbital_gap_ev=10.2
C 1.163 -0.369 0.278
H 1.046 -0.713 1.313
H 1.341 1.642 -0.203
H 0.327 1.973 -0.409
H -1.340 -2.876 0.575
C -0.644 -0.048 -0.024
N -1.421 -1.051 0.126
H 1.262 -1.174 -0.462
O 1.979 0.704 0.099
C -0.871 1.347 -0.393
H -1.126 1.556 -1.431
O -0.674 -2.183 0.491
H -1.333 1.992 0.352

13.
26
Properties=species:S:1:pos:R:3 method="wB97M-V/def2-TZVPD" lumo_energy_ev=0.52 homo_energy_ev=-9.69 fmax_ev_per_a=2.2 relative_energy_kcal_mol=0.7 smiles="CCCNC(N)=O.O.O.O" total_charge=0 orbital_gap_ev=10.2
H 1.453 -0.448 -0.256
H 0.079 3.030 -1.985
H -0.718 -1.774 1.632
H 1.293 3.483 -1.160
H 1.512 -2.416 3.547
H -0.184 -1.926 3.956
N -0.961 1.453 0.567
H -0.898 1.414 1.566
H -3.336 -1.386 -1.329
H 0.347 0.235 2.432
H 0.781 -2.448 1.031
O -2.634 -1.749 -0.784
C 0.912 -0.406 1.765
H 0.425 0.004 -4.082
H -2.396 -1.162 -0.064
C 0.465 -2.428 3.247
O -0.103 0.794 -1.415
N 0.968 0.116 0.419
H 0.069 -3.438 3.132
H 1.907 -0.539 2.205
H -1.665 2.031 0.148
O 1.090 -0.415 -3.529
H 0.843 -0.120 -2.629
O 0.332 3.484 -1.176
C -0.012 0.855 -0.182
C 0.351 -1.848 1.827

Number 1: E_tot -62022.55944 eV. Number 2: E_tot -10994.92695 eV. Number 3: E_tot -9371.94992 eV. Number 4: E_tot -52375.96242 eV. Number 5: E_tot -225304.02234 eV. Number 6: E_tot -239123.29575 eV. Number 7: E_tot -55502.82740 eV. Number 8: E_tot -12348.98652 eV. Number 9: E_tot -17216.89264 eV. Number 10: E_tot -44666.34976 eV. Number 11: E_tot -11430.29777 eV. Number 12: E_tot -8804.75981 eV. Number 13: E_tot -15578.45136 eV.